[1]
{"formula": "C6H6ClO4S2", "method": "ωB97M-V/def2-TZVPD", "species": ["C", "C", "C", "C", "C", "C", "O", "O", "O", "O", "S", "S", "Cl", "H", "H", "H", "H", "H", "H"], "xyz": [[1.08595, -0.88727, 0.64158], [2.07741, -1.30015, 1.45574], [-3.36806, 2.27945, -0.19059], [3.87391, -0.15814, -0.01367], [0.93842, -0.35316, -0.54874], [0.35172, 0.76924, -1.17300], [-2.32803, 2.60596, -0.59767], [-4.41192, 2.06711, 0.27380], [-1.57032, -2.15296, 0.53186], [-2.19699, 0.19203, 1.01821], [3.80269, -0.80474, 1.44380], [-2.61903, -1.08057, 0.49026], [-2.91196, -0.81086, -1.84995], [0.00019, -1.42153, 0.55079], [1.73032, -1.91642, 2.35368], [5.00093, -0.11925, -0.35883], [-0.80240, 0.72545, -1.08003], [0.54436, 0.73539, -2.17528], [0.80282, 1.63042, -0.77197]], "forces_ev_per_a": [[-0.592, -0.364, -1.875], [0.110, -1.277, 4.001], [0.314, 0.440, 0.421], [2.313, 0.584, -1.942], [0.749, -1.237, 0.797], [-2.402, -0.282, 0.859], [-0.581, -0.217, -0.098], [0.184, -0.114, -0.391], [-1.145, 1.590, -0.107], [0.639, 0.671, -0.099], [-2.269, -1.144, -0.368], [-0.001, -2.656, 0.318], [0.138, 0.283, -0.009], [1.214, 0.568, 0.629], [0.986, 0.938, -1.189], [-1.811, 0.382, 0.932], [1.820, 0.202, 0.250], [0.331, 0.069, -2.892], [0.003, 1.565, 0.761]], "nbo_charge": [-0.36, -0.62, 1.06, -0.68, 0.29, -0.76, -0.53, -0.53, -0.95, -0.96, 0.52, 1.62, -0.61, 0.39, 0.21, 0.16, 0.31, 0.21, 0.23], "lumo_energy_ev": 2.954, "spin_multiplicity": 1, "de_lowest_kcal_mol": 0.2, "homo_ev": -3.84, "charge": -1, "orbital_gap_ev": 6.79}

***

[2]
{"formula": "C6H6F2O6", "method": "ωB97M-V/def2-TZVPD", "species": ["C", "C", "O", "C", "O", "O", "F", "H", "H", "H", "C", "C", "O", "C", "O", "O", "F", "H", "H", "H"], "xyz": [[-2.10737, -0.99215, 0.39957], [-2.40593, 0.45644, 0.79294], [-2.72907, 0.99659, -0.49016], [-2.51793, 0.07131, -1.47764], [-2.89112, 0.13908, -2.64127], [-1.80818, -0.99642, -0.97585], [-1.20871, 0.94923, 1.31488], [-2.89753, -1.71767, 0.59284], [-1.29500, -1.33876, 1.03833], [-3.18219, 0.73795, 1.50446], [2.01193, 1.10878, 0.01124], [2.60373, 0.02728, 0.82106], [2.76869, -1.07112, -0.03285], [2.40312, -0.75609, -1.18121], [2.33122, -1.42403, -2.24113], [1.89279, 0.47559, -1.15567], [1.78604, -0.37449, 1.80560], [2.56994, 2.04453, -0.02197], [1.14660, 1.47763, 0.56191], [3.52897, 0.18632, 1.37491]], "forces_ev_per_a": [[-0.182, -1.104, 2.009], [0.339, -0.589, -1.346], [0.158, 0.073, 0.365], [-0.570, -0.300, -3.353], [1.252, 0.276, 3.679], [-0.484, 1.080, 0.000], [-0.348, 0.530, -0.603], [-0.454, 0.344, -0.072], [0.388, 0.039, -0.460], [0.025, -0.358, -0.189], [0.919, 2.039, 3.708], [1.233, 0.612, 4.456], [1.903, -3.261, -0.005], [-2.612, 4.728, 1.370], [0.310, -0.917, -0.855], [-1.082, -1.938, -6.578], [-0.937, -0.358, 0.059], [0.774, -0.369, -0.656], [-1.084, -0.727, -0.782], [0.451, 0.200, -0.745]], "nbo_charge": [-0.15, 0.43, -0.48, 0.96, -0.52, -0.49, -0.37, 0.21, 0.21, 0.20, -0.16, 0.43, -0.37, 0.97, 0.07, -0.38, -0.29, 0.25, 0.28, 0.22], "lumo_energy_ev": [-4.770, -10.791], "spin_multiplicity": 2, "de_lowest_kcal_mol": 0.0, "homo_ev": [-14.13, -14.13], "charge": 1, "s_squared": 0.75, "orbital_gap_ev": [9.36, 3.33]}

***

no.,strongest force on any atom (hartree/bohr)
1,0.082
2,0.135